Entry 1:
{"formula": "C39H48N6O4PW", "method": "the ωB97M-V functional and the def2-TZVPD basis", "spin_multiplicity": 1, "homo_ha": [-0.5362, -0.5408], "total_charge": 3, "orbital_gap_ev": [5.780, 5.846], "largest_force_ha_per_bohr": 0.0504, "symbols": ["W", "C", "O", "C", "C", "C", "C", "C", "C", "O", "C", "O", "C", "H", "H", "H", "H", "H", "H", "H", "H", "H", "C", "N", "C", "C", "N", "C", "C", "N", "C", "C", "N", "C", "N", "C", "C", "C", "N", "C", "H", "H", "H", "H", "H", "H", "H", "H", "H", "H", "H", "H", "H", "H", "H", "H", "H", "H", "H", "H", "H", "H", "H", "H", "O", "P", "C", "C", "C", "C", "C", "C", "C", "C", "C", "C", "C", "C", "C", "C", "C", "C", "C", "C", "H", "H", "H", "H", "H", "H", "H", "H", "H", "H", "H", "H", "H", "H", "H"], "positions_angstrom": [[0.159012, 0.773661, 0.093959], [1.729192, -5.350767, 2.672246], [1.435319, -4.475236, 3.778650], [1.086217, -3.244709, 3.601653], [0.787963, -2.571522, 4.904940], [0.876600, -0.034908, 4.415190], [0.466958, -0.147951, 2.903897], [0.087134, 2.046932, 1.698758], [0.392153, 3.456338, 2.124928], [-1.155727, 1.590459, 1.577523], [0.590607, -1.385546, 2.022743], [0.306179, -1.090248, 0.805663], [0.947391, -2.684177, 2.345248], [1.979434, -6.307176, 3.117074], [2.578004, -4.974847, 2.101530], [0.858659, -5.466488, 2.026462], [-0.298208, -2.474337, 4.993101], [1.483603, 0.847855, 4.617640], [0.776546, 3.482402, 3.145903], [-0.528531, 4.036800, 2.099923], [1.135786, 3.937440, 1.485360], [1.071253, -3.320644, 1.476021], [0.333380, 3.190152, -2.227307], [1.630708, 2.574219, -2.473572], [2.336890, 3.077263, -3.661411], [3.809663, 2.968731, -3.265802], [3.762319, 2.243274, -1.991449], [5.004902, 1.689273, -1.467737], [2.510108, 2.090293, -1.555737], [2.108845, 1.513123, -0.419345], [2.973123, 1.723418, 0.763646], [2.424998, 1.073775, 2.041264], [0.957682, 0.949050, 2.057669], [-0.959494, -0.005934, 3.446455], [-2.199088, -0.394925, 3.348566], [-2.976798, -0.695106, 2.162115], [-2.814566, -0.314670, 4.697785], [-1.625086, -0.017311, 5.656749], [-0.560197, 0.242620, 4.684943], [1.481517, -1.227027, 5.126136], [0.428253, 4.271884, -2.354122], [-0.128505, 3.698521, -0.392243], [-0.369277, 2.810006, -2.967417], [2.041762, 4.104943, -3.873883], [2.088032, 2.466792, -4.528145], [4.293315, 3.937345, -3.130341], [4.383508, 2.401566, -3.996282], [5.745473, 1.724570, -2.262052], [4.883026, 0.646349, -1.179185], [5.388178, 2.277208, -0.633734], [3.088126, 2.798934, 0.925608], [3.970210, 1.311460, 0.627371], [2.786448, 1.649452, 2.897640], [2.825487, 0.061048, 2.125802], [-2.315716, -0.908821, 1.328281], [-3.616884, 0.146663, 1.891841], [-3.603120, -1.565103, 2.356044], [-3.318163, -1.253996, 4.922337], [-3.553835, 0.485764, 4.714675], [-1.381733, -0.857312, 6.307993], [-1.808589, 0.853834, 6.280506], [1.456205, -1.002947, 6.194273], [2.535049, -1.296795, 4.847580], [1.105407, -3.259690, 5.687010], [-0.180228, 2.910582, -0.939633], [-1.004930, -0.122682, -1.897233], [-0.538077, -1.826986, -2.342519], [0.706471, -2.343902, -1.981150], [1.092003, -3.604053, -2.415675], [0.244551, -4.348774, -3.221600], [-0.975782, -3.822778, -3.622721], [-1.360935, -2.562514, -3.198333], [-1.114697, 0.555907, -3.591767], [0.054275, 0.523107, -4.356061], [0.018559, 0.876192, -5.693807], [-1.184003, 1.258383, -6.278305], [-2.343329, 1.296249, -5.520089], [-2.315604, 0.944374, -4.175906], [-2.744284, -0.131025, -1.322655], [-3.560594, -1.259380, -1.296133], [-4.888698, -1.147064, -0.902783], [-5.411311, 0.086399, -0.544225], [-4.595654, 1.212296, -0.545259], [-3.266288, 1.103276, -0.919942], [1.388541, -1.743693, -1.398275], [2.062514, -3.998632, -2.141677], [0.548983, -5.328365, -3.565923], [-1.620136, -4.385153, -4.285124], [-2.292391, -2.135353, -3.549837], [0.978597, 0.184705, -3.898592], [0.919602, 0.836772, -6.293442], [-1.219755, 1.508067, -7.330303], [-3.279627, 1.588016, -5.977114], [-3.227593, 0.971208, -3.593417], [-3.166151, -2.226878, -1.577698], [-5.519291, -2.026788, -0.892601], [-6.454533, 0.174999, -0.270833], [-4.999465, 2.174485, -0.258348], [-2.637850, 1.983781, -0.921959]], "forces_ev_per_angstrom": [[1.54, 2.09, 0.03], [0.13, -0.37, -0.36], [-0.06, 0.12, 0.00], [-0.08, 0.05, 0.45], [0.10, 0.04, 0.08], [0.21, -0.12, 0.15], [-0.06, 0.11, -0.28], [0.00, 0.51, 0.13], [0.03, -0.11, -0.11], [-0.13, -0.11, -0.31], [-0.12, 0.03, 0.19], [0.18, -1.11, 0.12], [0.01, -0.02, -0.63], [0.00, 0.05, 0.06], [-0.01, 0.06, 0.10], [-0.04, 0.07, 0.11], [-0.02, -0.03, -0.03], [0.00, -0.01, -0.08], [-0.03, 0.04, 0.01], [-0.01, 0.00, 0.00], [0.02, 0.00, 0.02], [-0.07, 0.03, 0.06], [-0.03, -0.02, -0.19], [0.17, 0.07, 0.20], [0.00, -0.09, -0.05], [0.00, 0.12, -0.05], [0.18, 0.08, -0.05], [-0.02, -0.08, 0.02], [-0.31, 0.08, -0.31], [-0.50, -0.64, 0.62], [-0.04, 0.14, -0.07], [0.15, 0.19, -0.10], [0.11, -0.22, 0.40], [-0.23, -0.27, 0.46], [0.21, -0.03, -0.07], [-0.20, 0.01, -0.15], [-0.08, 0.02, 0.11], [-0.11, 0.04, 0.14], [0.07, 0.18, -0.26], [-0.14, 0.07, -0.14], [-0.02, 0.01, 0.07], [0.00, 0.03, 0.19], [-0.01, 0.01, 0.02], [-0.01, 0.00, 0.03], [0.00, 0.03, -0.02], [-0.03, -0.01, -0.01], [0.01, -0.04, 0.04], [-0.02, -0.01, -0.03], [-0.04, 0.00, 0.02], [0.01, -0.04, -0.01], [0.04, -0.01, 0.02], [-0.01, 0.06, 0.09], [0.01, -0.06, 0.03], [-0.06, -0.03, 0.01], [0.00, -0.02, 0.01], [0.09, 0.01, 0.04], [0.06, -0.01, 0.05], [0.00, 0.01, -0.03], [0.03, 0.02, -0.03], [0.04, -0.02, -0.06], [0.00, -0.01, 0.00], [0.07, -0.03, 0.02], [0.02, 0.02, 0.05], [-0.07, -0.02, 0.00], [-0.17, -0.56, -0.05], [-0.98, -0.37, -0.89], [0.16, 0.02, 0.14], [-0.26, 0.03, -0.11], [0.07, -0.01, 0.02], [0.06, -0.05, -0.01], [-0.07, 0.04, -0.04], [0.03, 0.03, 0.03], [0.09, 0.09, 0.09], [-0.07, -0.02, 0.03], [0.07, 0.01, 0.02], [-0.06, 0.01, -0.01], [-0.04, 0.03, -0.05], [0.07, 0.07, 0.11], [0.07, -0.11, -0.12], [0.04, 0.01, 0.08], [-0.01, -0.07, 0.03], [-0.02, 0.02, 0.01], [0.00, 0.03, 0.00], [-0.07, -0.13, -0.09], [0.12, 0.02, 0.16], [0.00, 0.01, -0.02], [-0.01, 0.00, 0.01], [0.01, -0.01, 0.01], [0.03, -0.05, -0.06], [0.03, -0.01, -0.07], [-0.01, -0.04, 0.00], [0.02, 0.03, 0.01], [0.01, 0.00, 0.00], [-0.01, -0.03, -0.04], [-0.07, 0.04, 0.05], [0.00, 0.01, -0.01], [0.01, -0.01, 0.02], [0.00, 0.01, -0.02], [0.04, 0.08, 0.02]]}

***

Entry 2:
{"formula": "C30H32ClN3SSi2Ta", "method": "the ωB97M-V functional and the def2-TZVPD basis", "spin_multiplicity": 1, "homo_ha": -0.5618, "total_charge": 3, "orbital_gap_ev": 3.891, "largest_force_ha_per_bohr": 0.1151, "symbols": ["C", "C", "C", "H", "C", "C", "H", "H", "H", "H", "Ta", "Si", "C", "C", "H", "C", "H", "C", "H", "C", "H", "C", "H", "C", "C", "H", "C", "H", "C", "H", "C", "H", "C", "H", "H", "Si", "C", "C", "H", "C", "H", "C", "H", "C", "H", "C", "H", "C", "C", "H", "C", "H", "C", "H", "C", "H", "C", "H", "H", "Cl", "N", "N", "C", "N", "S", "H", "H", "H", "H", "H"], "positions_angstrom": [[-2.417560, 4.407598, 1.218521], [-1.722130, 3.353241, 1.915575], [-0.475981, 3.137136, 1.243123], [-2.031146, 2.941381, 2.868512], [-0.409817, 4.049845, 0.129853], [-1.610378, 4.825206, 0.110903], [-1.780614, 5.703214, -0.504172], [-3.281619, 4.942528, 1.600107], [0.350514, 2.535830, 1.616492], [0.473101, 4.245332, -0.473307], [-2.118890, 2.663364, -0.118250], [2.049320, -0.816939, 0.829035], [1.677743, -2.457621, 1.689939], [1.960128, -3.600517, 0.929655], [2.276347, -3.505654, -0.113707], [1.837026, -4.875699, 1.472940], [2.047107, -5.738668, 0.850993], [1.441092, -5.033285, 2.796060], [1.353139, -6.030491, 3.226802], [1.185655, -3.903146, 3.570955], [0.857212, -4.032130, 4.603828], [1.314719, -2.618365, 3.034843], [1.098313, -1.739548, 3.646727], [3.586104, -1.325355, -0.109782], [4.651675, -1.989486, 0.543414], [4.607558, -2.205930, 1.614735], [5.813342, -2.349627, -0.153775], [6.634191, -2.852262, 0.357042], [5.956338, -2.045617, -1.507757], [6.876790, -2.291486, -2.047997], [4.913519, -1.386913, -2.149001], [5.004084, -1.127736, -3.200364], [3.752388, -1.009765, -1.460913], [2.983939, -0.423568, -1.970502], [2.648032, -0.015023, 1.910894], [-0.663460, -2.277685, -1.122757], [-0.006388, -0.652894, -1.766327], [0.713599, 0.249560, -0.954861], [0.696146, 0.129105, 0.209438], [1.134208, 1.477615, -1.472083], [1.679793, 2.162634, -0.819425], [0.841958, 1.859034, -2.786012], [1.172468, 2.830508, -3.178598], [0.141732, 0.969374, -3.606002], [-0.112119, 1.260119, -4.635804], [-0.231369, -0.288677, -3.120233], [-0.750630, -0.987714, -3.779024], [-1.338997, -2.234664, 0.629921], [-1.447725, -1.059116, 1.388760], [-1.204279, -0.087169, 0.942390], [-1.872992, -1.068979, 2.711814], [-1.867344, -0.147335, 3.298769], [-2.310659, -2.260453, 3.288193], [-2.697131, -2.276372, 4.312446], [-2.245423, -3.443710, 2.548707], [-2.599365, -4.378978, 2.978643], [-1.720699, -3.447970, 1.256721], [-1.605856, -4.397456, 0.733968], [-1.757522, -2.615032, -1.955940], [-2.938742, 0.546256, -0.886237], [-2.418672, 3.254405, -2.348916], [-3.632845, 3.939382, -2.607511], [-4.553859, 4.166714, -1.670691], [-5.686337, 4.822353, -2.137025], [-4.549736, 3.382795, -0.151559], [-2.392104, 2.412952, -2.941622], [-1.654130, 3.863292, -2.682688], [-3.794247, 4.201138, -3.588353], [-6.365143, 4.992508, -1.397400], [-5.463366, 5.674617, -2.662123]], "forces_ev_per_angstrom": [[1.88, 1.93, 2.13], [-0.17, 2.37, 0.84], [0.27, -0.22, 0.85], [-0.17, -0.15, -0.25], [0.66, -0.09, -0.73], [-0.40, 0.87, 1.47], [-0.23, -0.34, -0.01], [0.06, -0.47, -0.27], [-0.34, 0.03, -0.07], [-0.30, -0.07, 0.12], [-1.53, -3.77, -4.30], [3.74, -3.02, 1.81], [-0.63, 0.39, -0.37], [-0.45, -0.35, -0.49], [0.04, -0.05, 0.29], [0.05, 0.08, -0.21], [0.04, 0.03, 0.10], [0.09, 0.14, 0.04], [-0.04, 0.27, -0.10], [-0.02, 0.18, 0.24], [0.22, 0.12, -0.25], [-0.42, 0.13, -0.13], [0.05, -0.32, -0.08], [0.11, 0.68, -1.44], [0.05, -0.05, 0.24], [-0.09, -0.03, -0.36], [-0.24, 0.23, 0.16], [-0.32, 0.14, 0.05], [-0.32, 0.11, 0.03], [-0.44, 0.03, 0.24], [-0.18, 0.31, -0.26], [0.03, -0.04, 0.14], [0.42, -0.16, -0.11], [0.30, -0.33, -0.10], [-1.07, 1.23, -0.06], [-1.82, 2.65, 2.19], [0.98, -0.63, -0.17], [-0.24, 0.31, -0.10], [-0.62, 0.55, -1.13], [0.28, 0.28, 1.10], [-0.10, -0.17, -0.24], [-0.22, -0.41, -0.22], [-0.09, -0.49, 0.30], [0.02, 0.15, -0.08], [0.23, -0.27, 0.48], [-0.07, -0.27, 0.63], [0.15, 0.19, 0.16], [0.64, -1.04, -0.17], [0.70, 0.79, 0.32], [-0.01, -0.50, 0.26], [-0.08, 0.07, -0.27], [-0.17, -0.25, -0.28], [-0.02, -0.33, -0.02], [0.19, 0.01, -0.40], [-0.05, -0.04, -0.13], [0.14, 0.21, -0.05], [-0.02, 0.15, -0.07], [-0.11, 0.16, 0.12], [-0.24, -1.36, -1.28], [0.29, 0.20, -0.07], [0.41, 0.58, -0.20], [0.53, 0.53, -0.97], [-2.01, -0.80, -0.39], [1.73, 0.23, 1.04], [-0.06, 0.32, -0.64], [-0.15, 0.20, 0.37], [-0.38, -0.31, 0.35], [-0.08, -0.06, 0.72], [0.03, -0.01, -0.27], [-0.44, -0.45, -0.04]]}

***

Entry 3:
{"formula": "C5H11N2O2", "method": "the ωB97M-V functional and the def2-TZVPD basis", "spin_multiplicity": 1, "homo_ha": -0.5098, "total_charge": 1, "orbital_gap_ev": 8.776, "largest_force_ha_per_bohr": 0.1038, "symbols": ["C", "C", "C", "C", "C", "N", "N", "O", "O", "H", "H", "H", "H", "H", "H", "H", "H", "H", "H", "H"], "positions_angstrom": [[0.558536, -1.961141, -0.755657], [-0.611297, 0.029314, -0.144026], [0.562704, 0.903607, 0.164717], [-1.687902, 1.019758, -0.784526], [0.744143, 1.226707, 1.590824], [-0.275303, -0.919128, -1.152838], [1.188197, -1.967268, 0.339892], [-1.291292, -0.513596, 0.912763], [1.338428, 1.140280, -0.808072], [0.797705, -2.768620, -1.571490], [-1.598696, 1.875408, -0.294894], [-2.687075, 0.428422, -0.673317], [-1.442671, 1.269769, -1.757384], [-0.122409, 1.528646, 1.954841], [1.602493, 1.854974, 2.015611], [0.923995, 0.323218, 2.236144], [-0.726686, -1.070384, -1.998349], [1.864532, -2.695954, 0.457121], [-1.194219, -1.477354, 0.803212], [2.056817, 1.773342, -0.534570]], "forces_ev_per_angstrom": [[1.69, -1.62, -2.20], [-2.26, 1.13, -2.94], [0.61, -2.33, 1.94], [-0.94, -4.96, 0.01], [5.30, -0.63, 0.19], [2.16, -1.56, 2.14], [-0.79, 1.40, 0.32], [0.48, -0.85, 1.00], [0.60, 1.44, 0.59], [-0.96, 1.55, 1.25], [-0.67, 3.84, 2.60], [1.82, 1.57, -0.22], [0.38, 0.09, -2.27], [-4.16, 1.74, 1.69], [-1.13, -0.23, -1.54], [-0.38, -0.07, -1.34], [-1.35, 0.31, -1.42], [0.08, -0.56, -0.12], [-0.02, 0.37, 0.70], [-0.45, -0.62, -0.40]]}